(1)
Here is a 2-piece molecular cluster, C6H13O2 overall at a distorted geometry from the Open Molecules 2025 dataset. Energies are from ωB97M-V/def2-TZVPD.

- spin multiplicity = 1
- net charge = -1
- HOMO (eV) = -4.03
- energy (eV) = -10529.1063

```
21
Properties=species:S:1:pos:R:3:forces:R:3
C 0.768 -0.417 1.148 0.728 0.585 -0.533
C -0.717 -0.672 1.305 -0.921 0.475 0.366
C 1.488 0.227 2.337 0.108 -0.749 0.310
C 1.527 -1.634 0.596 -0.273 -0.841 0.070
H 0.925 0.355 0.390 -0.670 -0.177 -0.277
H -1.325 0.184 1.010 0.278 0.247 -0.305
H 1.573 -0.433 3.213 -0.135 -0.053 -0.033
H 2.513 0.418 2.003 -0.073 0.286 0.209
H 1.015 1.151 2.674 0.025 0.043 -0.173
H 2.442 -1.846 1.153 0.278 0.230 -0.199
H 0.967 -2.581 0.649 -0.176 0.322 0.242
H 1.714 -1.528 -0.477 0.247 0.184 0.190
H -1.044 -0.810 2.350 0.387 -0.542 -0.134
H -1.075 -1.481 0.662 0.156 -0.008 0.230
C -1.910 1.730 -3.070 -0.318 -0.908 0.009
C -1.056 0.716 -2.231 -0.171 0.581 0.241
O -0.221 1.266 -1.468 -0.075 -0.195 -0.014
O -1.244 -0.499 -2.441 -0.035 -0.022 0.074
H -1.144 2.355 -3.530 -0.470 0.179 -0.415
H -2.636 2.342 -2.526 0.518 0.117 0.520
H -2.559 1.155 -3.746 0.592 0.243 -0.377
```
Forces are in eV/Å.

=====

(2)
Here is a 2-piece molecular cluster, C6H13O2 overall at a distorted geometry from the Open Molecules 2025 dataset. Energies are from ωB97M-V/def2-TZVPD.

- spin multiplicity = 1
- net charge = -1
- HOMO (eV) = -3.97
- energy (eV) = -10529.2527

```
21
Properties=species:S:1:pos:R:3:forces:R:3
C -1.000 -0.594 1.414 -0.811 0.515 -0.348
C -1.102 0.946 1.434 0.111 -0.750 0.000
C -2.308 -1.303 1.821 0.064 0.274 0.271
H -0.842 -0.862 0.369 0.504 -0.048 0.082
H -0.176 -0.906 2.058 0.087 -0.184 -0.249
H -1.996 1.248 0.891 -0.077 0.101 0.013
H -0.254 1.359 0.886 0.014 0.193 0.225
H -2.286 -1.652 2.855 0.047 -0.235 0.008
H -3.171 -0.632 1.775 0.080 0.062 -0.221
H -1.145 1.312 2.464 0.034 0.203 -0.101
H -2.506 -2.133 1.141 -0.050 -0.114 0.236
C 1.510 -0.247 -1.555 0.037 1.006 0.028
C 2.867 0.483 -1.647 -0.034 -0.035 -0.448
C 0.226 0.674 -1.988 1.487 -0.992 0.308
O 0.494 1.868 -2.226 -0.530 -0.130 -0.004
O -0.846 0.034 -1.992 -0.113 0.364 -0.036
H 1.528 -1.169 -2.135 -0.261 -0.048 0.021
H 1.352 -0.507 -0.502 -0.208 -0.149 -0.148
H 3.446 0.248 -2.553 -0.294 -0.090 0.046
H 3.543 0.280 -0.815 -0.082 -0.065 0.193
H 2.666 1.552 -1.696 -0.006 0.123 0.124
```
Forces are in eV/Å.

=====

(3)
Here is a 2-piece molecular cluster, C6H13O2 overall at a distorted geometry from the Open Molecules 2025 dataset. Energies are from ωB97M-V/def2-TZVPD.

- spin multiplicity = 2
- net charge = -2
- HOMO (alpha / beta) (eV) = 3.85 / 0.10
- energy (eV) = -10521.7870

```
21
Properties=species:S:1:pos:R:3:forces:R:3
C -0.507 1.376 -1.832 -0.798 -0.221 0.344
O -0.550 1.060 -3.130 0.055 0.314 -0.292
C 0.546 0.493 -1.007 -0.085 1.435 -0.811
C 0.017 0.208 0.355 0.063 -0.631 0.140
C 1.092 -0.187 1.291 0.180 2.753 2.230
C 2.166 -0.871 1.020 0.335 -1.956 -2.024
C 0.874 0.465 2.622 -1.253 -1.238 0.414
H -1.552 1.294 -1.320 0.673 -0.830 -0.016
H -0.426 2.481 -1.563 0.984 -0.163 -0.254
H 1.591 1.042 -0.830 -2.051 -1.347 -0.990
H 0.567 -0.469 -1.562 0.772 0.825 -0.041
H -0.580 -0.693 0.449 -0.945 -0.247 -0.747
H -0.641 1.022 0.700 0.635 -0.115 0.252
H 3.004 -1.227 1.563 0.224 0.370 1.428
H 2.201 -1.359 0.058 0.033 0.147 -0.707
H 1.228 -0.217 3.385 -0.139 -0.023 0.657
H -0.230 0.663 2.701 1.021 -0.048 0.579
H 1.417 1.373 2.772 0.244 0.890 -0.179
H -2.610 -2.035 -1.777 -1.447 -0.292 0.348
H -4.077 -2.057 -2.330 0.851 -0.240 0.946
O -3.531 -2.361 -1.565 0.650 0.620 -1.277
```
Forces are in eV/Å.

=====

(4)
Here is a 2-piece molecular cluster, C6H13O2 overall at a distorted geometry from the Open Molecules 2025 dataset. Energies are from ωB97M-V/def2-TZVPD.

- spin multiplicity = 2
- net charge = -2
- HOMO (alpha / beta) (eV) = 4.06 / -1.24
- energy (eV) = -10524.0375

```
21
Properties=species:S:1:pos:R:3:forces:R:3
C -1.729 0.474 -1.138 -2.970 0.408 0.407
C -1.170 -0.601 -2.082 2.041 2.199 2.091
C -1.834 1.910 -1.758 0.728 -1.649 0.501
H -2.842 0.283 -0.915 1.319 -0.474 -0.308
H -1.357 0.489 -0.104 0.588 -0.086 -0.603
H -0.285 -0.099 -2.501 -0.797 0.205 -1.490
H -1.996 -0.913 -2.674 0.180 -0.848 -1.010
H -2.854 2.237 -1.711 -0.514 0.673 -0.127
H -1.236 2.506 -1.101 0.265 1.089 0.017
H -0.506 -1.234 -1.512 -1.008 -1.651 0.438
H -1.469 1.946 -2.784 0.055 0.151 0.026
C 1.855 0.166 1.225 -0.025 -1.955 0.264
C 1.062 1.442 1.185 -0.349 0.329 -1.216
C 0.966 -1.196 1.075 0.496 3.134 0.292
O -0.055 -1.073 1.786 -0.302 -1.460 -0.234
O 1.423 -2.050 0.303 -0.355 -0.834 0.116
H 2.651 0.104 0.440 -0.404 0.367 0.817
H 2.231 0.001 2.242 0.648 0.167 -0.140
H 0.198 1.565 1.831 -0.289 -0.991 0.168
H 0.681 1.469 0.134 0.271 1.000 0.786
H 1.646 2.303 1.517 0.423 0.225 -0.794
```
Forces are in eV/Å.

=====

(5)
Here is a 2-piece molecular cluster, C6H13O2P overall at a distorted geometry from the Open Molecules 2025 dataset. Energies are from ωB97M-V/def2-TZVPD.

- spin multiplicity = 1
- structure (SMILES) = C/C=C/P=O.CC(C)O
- HOMO (eV) = -9.15
- energy (eV) = -19814.5366

```
22
Properties=species:S:1:pos:R:3:forces:R:3
C 5.596 -0.041 -0.016 0.306 -0.377 1.965
C 4.246 0.250 0.414 -2.282 1.134 -0.512
C 3.065 -0.050 -0.167 -0.661 0.246 1.284
P 1.513 0.683 0.637 2.768 0.213 0.604
O 0.330 0.205 -0.049 -1.146 -0.781 -1.124
H 6.119 -0.515 0.806 0.469 0.037 0.158
H 6.166 0.749 -0.402 0.645 1.864 0.168
H 5.623 -0.663 -0.810 -0.242 -2.615 -2.513
H 4.142 0.907 1.263 0.180 0.292 0.448
H 2.923 -0.758 -0.963 0.224 -0.104 -0.574
C -4.550 0.498 -0.148 -0.034 -0.179 -0.438
C -3.121 0.189 0.388 -1.335 -1.184 0.587
C -2.594 -1.142 -0.159 0.116 -1.932 0.371
O -2.254 1.240 0.189 0.794 1.413 0.102
H -4.863 -0.394 -0.714 -0.373 0.458 0.218
H -5.322 0.729 0.632 0.847 -0.088 -0.663
H -4.476 1.327 -0.880 -0.215 -0.288 0.498
H -3.225 0.025 1.470 0.236 0.520 -0.068
H -1.786 -0.934 -0.905 -1.091 -0.520 0.063
H -3.496 -1.787 -0.450 1.552 0.907 -0.410
H -2.090 -1.849 0.592 -0.459 1.458 -0.602
H -1.946 1.333 -0.728 -0.298 -0.473 0.440
```
Forces are in eV/Å.

=====

(6)
Here is C6H13O3Rh as an isolated structure at a distorted geometry from the Open Molecules 2025 dataset. Energies are from ωB97M-V/def2-TZVPD.

- spin multiplicity = 5
- net charge = +2
- HOMO (alpha / beta) (eV) = -18.15 / -18.70
- energy (eV) = -15559.7634

```
23
Properties=species:S:1:pos:R:3:forces:R:3
O -1.151 0.170 2.368 -0.530 0.212 3.438
C -2.127 -0.067 -1.215 -0.456 -0.057 0.767
C -0.925 -0.281 -1.807 1.100 -0.136 -0.764
O -0.175 0.727 -2.246 -0.805 -0.177 0.581
C 1.241 0.576 -2.164 0.600 -0.260 -0.382
C 1.727 1.081 -0.825 0.233 0.998 -0.618
O 1.201 0.280 0.245 1.537 -0.234 -0.513
C 2.130 0.074 1.319 0.912 -0.068 1.028
H -2.530 0.948 -1.150 0.021 -0.249 -0.052
H -2.774 -0.924 -1.021 0.026 0.231 -0.176
H -0.537 -1.291 -1.995 -0.089 0.150 0.059
H 1.677 1.193 -2.957 -0.120 -0.115 0.183
H 1.529 -0.471 -2.331 -0.087 0.176 0.031
H 1.412 2.121 -0.663 0.117 -0.195 -0.055
H 2.823 1.032 -0.800 -0.267 -0.027 0.065
H 1.716 -0.687 1.989 0.164 0.015 -0.233
H 3.093 -0.246 0.903 -0.316 -0.062 0.189
H 2.259 1.001 1.894 -0.039 -0.120 -0.258
Rh -0.686 -0.111 0.701 -1.428 -0.320 -3.700
C -2.259 0.181 3.196 -1.641 0.660 1.518
H -2.020 0.570 4.206 0.344 -0.232 -0.594
H -3.053 0.833 2.787 0.307 -0.257 -0.142
H -2.711 -0.818 3.344 0.419 0.066 -0.371
```
Forces are in eV/Å.

=====

(7)
Here is C6H13O3Sn as an isolated structure at a distorted geometry from the Open Molecules 2025 dataset. Energies are from ωB97M-V/def2-TZVPD.

- spin multiplicity = 2
- HOMO (alpha / beta) (eV) = -6.85 / -6.83
- energy (eV) = -18401.2676

```
23
Properties=species:S:1:pos:R:3:forces:R:3
C -0.878 -1.913 -1.014 -2.241 0.741 -0.764
C -0.363 -2.510 0.282 -0.044 -0.146 0.412
H -0.696 -2.575 -1.872 0.002 0.096 0.204
H -0.390 -0.956 -1.253 -0.165 -0.237 0.160
H -0.659 -3.563 0.389 -0.004 0.261 -0.015
H -0.755 -1.967 1.157 0.247 -0.165 -0.275
H 0.739 -2.489 0.323 -0.414 0.065 -0.018
O -5.957 0.637 -1.470 2.855 1.667 -2.299
C -4.617 0.290 -1.585 1.573 0.375 -0.636
C -4.376 -1.172 -1.317 0.704 0.492 -0.968
O -5.205 -1.646 -0.323 1.938 -1.069 0.201
C -5.544 -3.038 -0.247 -0.023 -1.353 -0.026
C -6.790 -3.114 0.637 0.176 -1.219 0.621
O -7.748 -2.184 0.251 -0.556 -4.247 1.049
Sn -6.946 -0.615 -0.445 -5.940 5.026 1.518
H -3.985 0.890 -0.887 -0.291 -0.176 -0.219
H -4.215 0.509 -2.596 -0.093 -0.158 0.345
H -2.063 -1.681 -1.035 2.826 -0.623 0.366
H -4.699 -3.607 0.168 -0.200 0.286 -0.095
H -5.760 -3.390 -1.267 0.055 0.100 0.228
H -6.475 -2.962 1.690 -0.119 -0.047 -0.298
H -7.168 -4.153 0.571 0.165 0.289 0.017
H -3.922 -1.868 -2.030 -0.452 0.042 0.490
```
Forces are in eV/Å.

=====

(8)
Here is a 2-piece molecular cluster, C6H13OS overall from the Open Molecules 2025 dataset. Energies are from ωB97M-V/def2-TZVPD.

- spin multiplicity = 1
- net charge = -1
- HOMO (eV) = -2.46
- energy (eV) = -19315.5997

```
21
Properties=species:S:1:pos:R:3:forces:R:3
C -3.222 -0.098 0.238 0.109 0.215 -0.418
C -2.910 1.331 -0.218 -0.202 -0.269 -0.322
C -1.534 1.549 -0.851 0.256 -0.561 0.223
S -0.146 0.883 0.160 -0.144 0.527 -0.131
H -3.208 -0.801 -0.601 0.024 0.071 -0.075
H -4.221 -0.136 0.678 0.050 -0.088 0.189
H -2.448 -0.424 0.928 -0.093 -0.030 0.191
H -3.668 1.639 -0.960 -0.016 0.072 0.220
H -2.994 1.987 0.650 -0.022 0.113 0.040
H -1.469 2.621 -1.071 0.312 -0.037 0.089
H -1.463 1.022 -1.809 -0.314 0.081 -0.080
C 2.374 -0.805 1.698 0.022 -0.270 -0.236
C 2.945 -1.476 0.470 -0.599 0.388 0.516
C 2.943 -0.818 -0.676 0.612 -0.429 -0.145
O 3.397 -1.414 -1.841 0.076 -0.175 0.228
H 3.018 -0.936 2.572 0.049 0.180 -0.017
H 2.193 0.246 1.478 0.120 0.068 0.234
H 1.391 -1.211 1.949 0.029 -0.098 -0.036
H 3.208 -2.526 0.535 0.128 -0.008 -0.209
H 2.639 0.217 -0.753 -0.237 -0.019 -0.015
H 3.176 -0.851 -2.577 -0.160 0.269 -0.247
```
Forces are in eV/Å.

=====

(9)
Here is a 2-piece molecular cluster, C6H13P overall at a distorted geometry from the Open Molecules 2025 dataset. Energies are from ωB97M-V/def2-TZVPD.

- spin multiplicity = 3
- HOMO (alpha / beta) (eV) = -6.07 / -9.08
- energy (eV) = -15715.2815

```
20
Properties=species:S:1:pos:R:3:forces:R:3
C 0.939 0.854 -1.992 -0.392 -0.678 0.929
C -0.033 0.926 -1.093 1.790 -0.535 -2.522
C -1.047 1.921 -0.902 0.524 0.655 0.822
C 1.265 -1.228 0.571 0.059 -0.656 -2.709
C -0.330 0.196 1.924 -0.982 -0.869 -1.219
C -0.107 -0.749 0.718 -0.203 -0.429 3.582
P -1.429 -1.455 -0.223 -0.983 -0.900 0.955
H 1.700 0.096 -2.164 -0.323 -0.131 0.470
H 1.034 1.636 -2.698 -0.034 1.168 -0.866
H -0.606 2.641 -0.204 -0.690 0.203 0.079
H -2.013 1.564 -0.620 -0.523 -0.288 0.602
H -1.165 2.363 -1.857 -0.271 0.995 -1.112
H 1.333 -2.300 0.753 0.107 -0.247 -0.035
H 2.044 -0.750 1.123 0.264 0.652 0.505
H 1.466 -1.072 -0.541 0.426 -0.526 1.257
H 0.553 0.773 2.083 0.683 0.695 -0.195
H -0.441 -0.336 2.876 -0.363 -0.221 -0.133
H -1.189 0.868 1.768 0.233 -0.227 0.249
H -2.149 -2.197 0.930 0.910 0.626 -1.538
H -0.808 -2.583 -0.929 -0.233 0.712 0.881
```
Forces are in eV/Å.

=====

(10)
Here is a 2-piece molecular cluster, C6H13PS overall at a distorted geometry from the Open Molecules 2025 dataset. Energies are from ωB97M-V/def2-TZVPD.

- spin multiplicity = 1
- structure (SMILES) = C/C=P(=S)/C=C/C.C
- HOMO (eV) = -8.01
- energy (eV) = -26554.9006

```
21
Properties=species:S:1:pos:R:3:forces:R:3
C 2.345 -2.281 -0.522 1.063 -2.456 0.819
C 1.474 -1.278 -1.101 -0.346 1.930 0.720
P 0.952 0.048 -0.218 0.139 -0.510 -2.133
S 1.621 0.670 1.489 -0.496 -0.205 -0.354
C -0.155 1.037 -1.291 0.986 -0.333 0.043
C -0.776 2.057 -0.750 -0.963 1.027 0.421
C -1.652 3.102 -1.384 4.837 0.697 -0.250
H 2.779 -2.831 -1.338 0.843 -0.019 -0.526
H 1.798 -3.137 -0.091 -0.282 0.467 0.388
H 3.154 -2.059 0.211 -0.742 0.498 -0.540
H 1.335 -1.387 -2.180 -0.716 0.372 0.457
H -0.199 0.906 -2.378 0.132 -0.510 0.458
H -0.662 2.246 0.304 0.190 -0.185 0.452
H -1.011 4.043 -1.346 -1.220 -0.681 0.512
H -2.535 3.151 -0.899 -2.869 0.667 1.618
H -1.770 3.000 -2.408 -0.531 -0.738 -2.078
C -1.368 -1.416 2.767 1.999 -0.865 2.160
H -1.605 -0.936 1.871 -0.515 0.792 -1.272
H -1.753 -2.412 2.809 -0.902 -0.581 -0.149
H -1.717 -0.868 3.682 0.592 -0.355 -0.978
H -0.255 -1.656 2.774 -1.201 0.988 0.233
```
Forces are in eV/Å.

=====

(11)
Here is one molecule with the formula C6H14 at a distorted geometry from the Open Molecules 2025 dataset. Energies are from ωB97M-V/def2-TZVPD.

- spin multiplicity = 1
- structure (SMILES) = CC(C)C(C)C
- HOMO (eV) = -9.31
- energy (eV) = -6447.3172

```
20
Properties=species:S:1:pos:R:3:forces:R:3
C -1.799 0.975 -0.057 -0.560 -0.330 1.690
C -0.733 -0.092 0.222 0.549 -1.250 1.632
C -0.977 -1.358 -0.554 0.210 -0.252 -0.095
C 0.671 0.482 0.295 0.174 -0.117 0.006
C 1.537 -0.429 1.149 0.254 -0.039 0.036
C 1.289 0.728 -1.079 0.027 -0.016 -0.064
H -1.514 2.034 -0.064 0.160 -0.518 -0.107
H -2.640 0.742 -0.723 0.548 -0.083 0.166
H -1.939 0.590 0.980 -2.944 2.666 -0.435
H -0.959 -0.458 1.396 1.142 0.383 -2.567
H -0.725 -1.266 -1.614 0.023 0.012 0.071
H -2.038 -1.628 -0.484 0.253 0.001 -0.001
H -0.388 -2.147 -0.086 -0.044 -0.282 -0.314
H 0.582 1.456 0.806 0.024 -0.243 -0.070
H 1.664 -1.406 0.668 0.051 0.124 0.077
H 1.074 -0.595 2.130 0.158 0.050 -0.160
H 2.525 0.011 1.296 0.046 -0.104 0.048
H 0.654 1.366 -1.704 0.080 -0.098 0.104
H 2.265 1.215 -0.970 -0.137 -0.038 -0.063
H 1.449 -0.219 -1.607 -0.015 0.131 0.048
```
Forces are in eV/Å.

=====

- spin multiplicity of number 6 (C6H13O3Rh)?
  5

=====

Please write out number 6 again, unchanged.
Here is C6H13O3Rh as an isolated structure at a distorted geometry from the Open Molecules 2025 dataset. Energies are from ωB97M-V/def2-TZVPD.

- spin multiplicity = 5
- net charge = +2
- HOMO (alpha / beta) (eV) = -18.15 / -18.70
- energy (eV) = -15559.7634

```
23
Properties=species:S:1:pos:R:3:forces:R:3
O -1.151 0.170 2.368 -0.530 0.212 3.438
C -2.127 -0.067 -1.215 -0.456 -0.057 0.767
C -0.925 -0.281 -1.807 1.100 -0.136 -0.764
O -0.175 0.727 -2.246 -0.805 -0.177 0.581
C 1.241 0.576 -2.164 0.600 -0.260 -0.382
C 1.727 1.081 -0.825 0.233 0.998 -0.618
O 1.201 0.280 0.245 1.537 -0.234 -0.513
C 2.130 0.074 1.319 0.912 -0.068 1.028
H -2.530 0.948 -1.150 0.021 -0.249 -0.052
H -2.774 -0.924 -1.021 0.026 0.231 -0.176
H -0.537 -1.291 -1.995 -0.089 0.150 0.059
H 1.677 1.193 -2.957 -0.120 -0.115 0.183
H 1.529 -0.471 -2.331 -0.087 0.176 0.031
H 1.412 2.121 -0.663 0.117 -0.195 -0.055
H 2.823 1.032 -0.800 -0.267 -0.027 0.065
H 1.716 -0.687 1.989 0.164 0.015 -0.233
H 3.093 -0.246 0.903 -0.316 -0.062 0.189
H 2.259 1.001 1.894 -0.039 -0.120 -0.258
Rh -0.686 -0.111 0.701 -1.428 -0.320 -3.700
C -2.259 0.181 3.196 -1.641 0.660 1.518
H -2.020 0.570 4.206 0.344 -0.232 -0.594
H -3.053 0.833 2.787 0.307 -0.257 -0.142
H -2.711 -0.818 3.344 0.419 0.066 -0.371
```
Forces are in eV/Å.

=====

- Among the records above, which one has the lowest energy?
  C6H13PS